{"formula": "C17H15BCl3F4N6O3PdSi", "method": "ωB97M-V/def2-TZVPD", "elements": ["Pd", "C", "C", "N", "C", "C", "C", "C", "C", "C", "C", "C", "N", "C", "N", "H", "H", "H", "H", "H", "H", "H", "H", "H", "O", "N", "O", "F", "B", "F", "F", "F", "N", "C", "O", "C", "C", "C", "C", "N", "C", "H", "H", "H", "H", "H", "H", "Cl", "Si", "Cl", "Cl"], "positions_angstrom": [[0.89, -1.63, 1.62], [3.08, -1.90, -2.06], [2.30, -2.20, -0.97], [1.88, -1.25, -0.12], [2.19, 0.02, -0.37], [2.95, 0.41, -1.47], [3.43, -0.58, -2.31], [3.28, 1.83, -1.66], [2.44, 2.87, -1.67], [0.96, 2.85, -1.67], [0.25, 4.04, -1.58], [-1.12, 3.94, -1.67], [-1.75, 2.79, -1.84], [-0.98, 1.70, -1.90], [0.34, 1.68, -1.82], [3.42, -2.70, -2.71], [1.96, -3.20, -0.76], [1.86, 0.74, 0.36], [4.05, -0.32, -3.15], [4.33, 2.06, -1.79], [2.87, 3.86, -1.75], [0.75, 4.99, -1.45], [-1.74, 4.83, -1.62], [-1.47, 0.75, -2.01], [3.61, -0.41, 2.35], [2.98, 0.35, 3.08], [1.72, 0.25, 3.07], [-2.92, -3.48, -0.38], [-1.80, -3.12, -1.17], [-0.74, -2.84, -0.30], [-1.48, -4.15, -2.03], [-2.14, -1.96, -1.89], [-4.69, -1.38, 0.68], [-4.50, -0.20, 1.28], [-5.40, 0.47, 1.74], [-3.08, 0.29, 1.38], [-2.87, 1.65, 1.58], [-1.58, 2.12, 1.70], [-0.53, 1.22, 1.63], [-0.72, -0.09, 1.43], [-1.97, -0.54, 1.32], [-5.64, -1.70, 0.61], [-3.97, -1.90, 0.20], [-3.73, 2.30, 1.64], [-1.37, 3.17, 1.87], [0.49, 1.53, 1.79], [-2.06, -1.62, 1.17], [0.01, -2.80, 3.52], [1.71, -3.54, 2.46], [3.24, -3.72, 3.79], [1.24, -5.45, 1.87]], "homo_lumo_gap_ev": 6.4, "e_homo_ev": -4.7090, "total_energy_ha": -3433.7924, "charge": -1, "e_above_lowest_ev": 0.5276}